Here is a single C7H9ClN2 molecule from OMol25. Energies are from ωB97M-V with the def2-TZVPD basis set.

Calculated values
Gap between HOMO and LUMO (spin up / spin down) (eV): 8.43 / 7.82
Molecular weight (g/mol): 156.6
Energy relative to the best compared isomer or geometry (same formula, charge and spin) (kJ/mol): 502.58

Element x y z (Å)
1 C 0.274 0.607 -0.174
2 C 0.003 -0.696 -0.442
3 C 1.619 0.794 -0.387
4 C -1.271 -1.376 -0.437
5 C -1.985 -0.796 0.829
6 C -2.189 0.661 0.745
7 C 2.634 1.841 -0.205
8 N 2.164 -0.466 -0.735
9 N 1.155 -1.299 -0.819
10 Cl -2.031 1.696 2.153
11 H -1.832 -1.069 -1.414
12 H -1.101 -2.367 -0.333
13 H -2.952 -1.330 0.839
14 H -1.478 -1.256 1.661
15 H -2.932 1.052 0.067
16 H 2.611 2.659 -1.015
17 H 2.369 2.279 0.752
18 H 3.637 1.314 -0.210
19 H 1.304 -2.248 -0.875


Here is a single C7H9ClN2 molecule from OMol25. Energies are from ωB97M-V with the def2-TZVPD basis set.

Calculated values
Gap between HOMO and LUMO (eV): 7.74
Molecular weight (g/mol): 156.6
Energy relative to the best compared isomer or geometry (same formula, charge and spin) (kJ/mol): 277.32
SMILES string: C/C=c1\[nH]cn\c1=C/CCl

Element x y z (Å)
1 C -2.481 -0.704 1.639
2 C -1.616 -0.640 0.556
3 C -0.400 -0.036 0.567
4 N 0.199 0.272 1.776
5 C 1.431 0.849 1.525
6 N 1.771 0.786 0.288
7 C 0.641 0.271 -0.420
8 C 0.589 0.068 -1.752
9 C 1.963 0.394 -2.879
10 Cl 2.165 -1.074 -3.804
11 H -3.360 -1.181 1.163
12 H -2.893 0.278 2.103
13 H -2.034 -1.123 2.615
14 H -1.992 -0.937 -0.422
15 H -0.284 0.238 2.709
16 H 2.168 0.964 2.285
17 H -0.266 -0.313 -2.210
18 H 2.676 0.680 -2.145
19 H 1.725 1.208 -3.595


Here is 2 unconnected molecules or ions with the total composition C7H9ClNS2 from OMol25. Energies are from ωB97M-V with the def2-TZVPD basis set.

Calculated values
Gap between HOMO and LUMO (eV): 8.01
Total charge: +1
Molecular weight (g/mol): 206.7
Energy relative to the best compared isomer or geometry (same formula, charge and spin) (kJ/mol): 184.77

Element x y z (Å)
1 C 2.160 0.593 -1.083
2 C 2.902 -0.540 -1.352
3 C 1.947 0.768 0.273
4 C 2.341 -0.299 1.039
5 C -2.049 0.522 -0.158
6 C -2.446 -0.864 -0.635
7 C -0.884 -0.912 1.446
8 N -1.368 0.393 1.234
9 S 3.194 -1.428 0.074
10 S -1.385 -1.995 0.292
11 Cl 0.989 2.173 0.850
12 H 1.812 1.346 -1.889
13 H 3.171 -0.854 -2.366
14 H -1.362 0.702 -0.917
15 H -2.907 1.174 -0.087
16 H -3.589 -1.017 -0.463
17 H -2.268 -1.126 -1.732
18 H 2.199 -0.311 2.049
19 H -0.499 1.028 1.338
20 H -1.958 0.648 2.086


Here is 2 unconnected molecules or ions with the total composition C7H9F2NO2 from OMol25. Energies are from ωB97M-V with the def2-TZVPD basis set.

Calculated values
Gap between HOMO and LUMO (spin up / spin down) (eV): 7.98 / 7.98
Molecular weight (g/mol): 177.2
Energy relative to the best compared isomer or geometry (same formula, charge and spin) (kJ/mol): 194.20

Element x y z (Å)
1 C -0.996 -0.776 0.597
2 C 1.309 2.063 0.363
3 C 2.510 -0.232 0.886
4 C 2.258 0.889 -0.055
5 C 0.265 -0.107 0.631
6 C 0.765 0.867 -0.262
7 C -3.152 -0.748 -0.420
8 N 1.316 -0.654 1.256
9 O -1.202 -1.693 1.403
10 O -1.755 -0.332 -0.386
11 F -0.531 -1.373 -2.752
12 F 0.220 0.943 -1.568
13 H 1.074 2.218 1.468
14 H 1.286 2.982 -0.174
15 H -0.735 -0.708 -2.231
16 H 3.474 -0.655 1.139
17 H 3.025 1.120 -0.861
18 H -3.266 -1.074 0.666
19 H -3.115 -1.500 -1.242
20 H -3.783 0.147 -0.446
21 H 1.032 -1.378 1.986


Here is a single C7H9FO molecule from OMol25. Energies are from ωB97M-V with the def2-TZVPD basis set.

Calculated values
Gap between HOMO and LUMO (eV): 9.71
Molecular weight (g/mol): 128.1
Energy relative to the best compared isomer or geometry (same formula, charge and spin) (kJ/mol): 17.71
SMILES string: CC1(C)C=CC(=O)[C@@H]1F

Element x y z (Å)
1 C 0.698 -1.153 0.728
2 C 0.172 -0.044 -0.193
3 C 0.153 1.296 0.546
4 C -1.212 -0.395 -0.670
5 C -1.295 -0.752 -1.951
6 C -0.012 -0.681 -2.635
7 O 0.324 -1.001 -3.735
8 C 0.999 0.022 -1.487
9 F 2.188 -0.639 -1.431
10 H 1.695 -0.900 1.085
11 H 0.760 -2.097 0.193
12 H 0.040 -1.279 1.585
13 H 1.165 1.623 0.758
14 H -0.377 1.196 1.489
15 H -0.346 2.054 -0.054
16 H -2.045 -0.350 0.012
17 H -2.189 -1.054 -2.467
18 H 1.203 1.047 -1.814


Here is a gas-phase ion, C7H9INO (charge +1) from OMol25. Energies are from ωB97M-V with the def2-TZVPD basis set.

Calculated values
Gap between HOMO and LUMO (eV): 8.25
Total charge: +1
Molecular weight (g/mol): 250.1
Energy relative to the best compared isomer or geometry (same formula, charge and spin) (kJ/mol): 294.51

Element x y z (Å)
1 C 1.032 -0.617 2.096
2 C 0.717 -0.053 -0.173
3 C -0.332 0.272 0.596
4 C -1.903 2.029 -0.694
5 C -2.299 0.667 -1.118
6 C -1.668 0.846 0.237
7 C 2.342 -2.027 0.358
8 N 1.702 -0.718 0.742
9 O -0.136 -0.013 1.894
10 I 1.065 -0.083 -2.205
11 H -1.066 2.617 -1.157
12 H -2.671 2.733 -0.385
13 H -3.359 0.363 -1.122
14 H -1.593 0.370 -2.039
15 H -2.143 0.833 1.185
16 H 2.744 -2.391 1.249
17 H 1.703 -2.706 -0.108
18 H 3.254 -1.959 -0.287
19 H 2.614 -0.162 0.933


Here is a molecular structure, C7H9N from OMol25. Energies are from ωB97M-V with the def2-TZVPD basis set.

Calculated values
Gap between HOMO and LUMO (eV): 8.30
Molecular weight (g/mol): 107.2
Energy relative to the best compared isomer or geometry (same formula, charge and spin) (kJ/mol): 393.80

Element x y z (Å)
1 C 1.850 0.552 1.331
2 C -0.586 0.803 -1.276
3 C 0.808 -0.258 1.537
4 C 0.589 0.646 -0.595
5 C 1.863 1.302 0.003
6 C -1.192 -0.291 -0.316
7 C -1.863 -1.583 -0.752
8 N 0.146 -0.296 0.310
9 H 2.635 0.590 2.171
10 H -0.775 1.297 -2.237
11 H 0.342 -0.855 2.251
12 H 1.588 2.365 0.009
13 H 2.674 1.219 -0.707
14 H -1.873 0.136 0.474
15 H -1.160 -2.285 -1.241
16 H -2.817 -1.231 -1.049
17 H -2.229 -2.110 0.087


Here is a single C7H9N molecule from OMol25. Energies are from ωB97M-V with the def2-TZVPD basis set.

Calculated values
Gap between HOMO and LUMO (eV): 9.47
Molecular weight (g/mol): 107.2
Energy relative to the best compared isomer or geometry (same formula, charge and spin) (kJ/mol): 166.88
SMILES string: C=C(C)n1cccc1

Element x y z (Å)
1 C 1.791 1.197 -0.437
2 C 1.110 0.097 -0.111
3 C 1.920 -1.045 0.371
4 N -0.304 0.097 -0.118
5 C -1.075 -1.035 -0.403
6 C -2.378 -0.711 -0.210
7 C -2.446 0.684 0.178
8 C -1.135 1.119 0.254
9 H 1.452 2.199 -0.658
10 H 2.899 1.254 -0.386
11 H 1.297 -1.474 1.119
12 H 2.867 -0.647 0.662
13 H 2.058 -1.745 -0.445
14 H -0.519 -1.901 -0.376
15 H -3.285 -1.279 -0.410
16 H -3.461 1.137 0.345
17 H -0.792 2.052 0.625


Here is a single C7H9N molecule from OMol25. Energies are from ωB97M-V with the def2-TZVPD basis set.

Calculated values
Gap between HOMO and LUMO (eV): 8.92
Molecular weight (g/mol): 107.2
Energy relative to the best compared isomer or geometry (same formula, charge and spin) (kJ/mol): 581.45

Element x y z (Å)
1 C -1.100 -0.395 -0.984
2 C -1.839 -0.634 0.134
3 C 0.348 -0.207 -1.123
4 C -0.264 -0.441 2.072
5 C 1.236 -0.242 -2.096
6 C 0.731 -0.174 0.511
7 C 1.035 1.277 1.031
8 N -1.472 -0.619 1.492
9 H -1.595 -0.486 -2.008
10 H -2.848 -0.782 -0.024
11 H 2.244 -0.168 -1.912
12 H 0.952 -0.423 -3.205
13 H 1.579 -0.843 0.913
14 H 1.508 1.415 2.005
15 H 0.071 1.875 0.891
16 H 1.747 1.644 0.229
17 H -2.332 -0.794 2.074


Here is a single C7H9N molecule from OMol25. Energies are from ωB97M-V with the def2-TZVPD basis set.

Calculated values
Gap between HOMO and LUMO (eV): 7.22
Molecular weight (g/mol): 107.2
Energy relative to the best compared isomer or geometry (same formula, charge and spin) (kJ/mol): 340.71

Element x y z (Å)
1 C -1.807 1.295 -0.274
2 C -1.587 -0.166 -0.580
3 C 0.463 -1.798 -0.238
4 C 1.715 0.028 0.426
5 C -0.386 1.726 0.060
6 C 0.364 0.489 0.627
7 C -0.411 -0.617 -0.175
8 H -2.116 1.885 -1.174
9 H -2.640 1.489 0.452
10 H -2.196 -0.666 -1.277
11 H 0.374 -2.612 -0.905
12 H 2.412 -1.980 0.149
13 H 2.625 0.315 1.067
14 H -0.324 2.681 0.682
15 H 0.279 0.243 1.710
16 H 0.070 1.938 -0.947
17 N 1.631 -1.291 0.168


Here is 2 unconnected molecules or ions with the total composition C7H9N from OMol25. Energies are from ωB97M-V with the def2-TZVPD basis set.

Calculated values
Gap between HOMO and LUMO (eV): 9.00
Molecular weight (g/mol): 107.2
Energy relative to the best compared isomer or geometry (same formula, charge and spin) (kJ/mol): 498.59

Element x y z (Å)
1 C -0.679 -0.766 -0.291
2 C -0.187 -1.364 -1.596
3 C -0.485 0.559 2.149
4 C 0.256 0.521 0.125
5 C -0.062 1.742 -0.367
6 N -1.551 0.749 2.600
7 C 1.633 0.180 0.285
8 C 2.779 -0.135 0.453
9 H -2.553 0.803 2.546
10 H -0.626 -1.504 0.513
11 H -1.702 -0.397 -0.384
12 H -1.087 2.022 -0.550
13 H 0.671 2.533 -0.385
14 H 0.820 -1.762 -1.481
15 H -0.838 -2.182 -1.905
16 H -0.166 -0.605 -2.377
17 H 3.778 -0.396 0.664


Here is a single C7H9N molecule from OMol25. Energies are from ωB97M-V with the def2-TZVPD basis set.

Calculated values
Gap between HOMO and LUMO (spin up / spin down) (eV): 7.51 / 8.21
Molecular weight (g/mol): 107.2
Energy relative to the best compared isomer or geometry (same formula, charge and spin) (kJ/mol): 605.15
SMILES string: CC1=N[C@H](C)C=C=C1

Element x y z (Å)
1 C -1.346 1.434 1.470
2 C -0.661 0.374 0.710
3 N 0.545 0.130 0.852
4 C 1.212 -0.820 -0.028
5 C 1.649 0.074 -1.179
6 C 0.375 -1.948 -0.451
7 C -1.125 -1.285 -1.004
8 C -1.484 -0.146 -0.497
9 H -1.163 1.492 2.596
10 H -2.406 1.297 1.451
11 H -1.055 2.348 1.008
12 H 2.009 -1.242 0.589
13 H 2.422 -0.417 -1.616
14 H 2.014 0.874 -0.650
15 H 0.804 0.375 -1.793
16 H 0.679 -2.862 -0.722
17 H -2.467 0.322 -0.737


Here is a molecular structure, C7H9N2 from OMol25. Energies are from ωB97M-V with the def2-TZVPD basis set.

Calculated values
Gap between HOMO and LUMO (spin up / spin down) (eV): 9.14 / 9.14
Total charge: +1
Molecular weight (g/mol): 121.2
Energy relative to the best compared isomer or geometry (same formula, charge and spin) (kJ/mol): 660.36

Element x y z (Å)
1 C -0.231 -2.227 1.548
2 C 0.038 -0.957 1.704
3 C -0.946 -2.243 0.386
4 C -1.707 -0.680 -1.442
5 C -0.656 0.226 -0.912
6 C 1.427 2.119 -0.021
7 C 1.115 0.820 0.726
8 N -1.525 -1.973 -0.600
9 N -0.017 0.074 0.143
10 H -0.282 -3.042 2.382
11 H -2.771 -0.309 -1.374
12 H -1.535 -1.053 -2.428
13 H -0.367 1.009 -1.680
14 H 0.531 2.645 -0.329
15 H 1.872 1.806 -0.976
16 H 2.141 2.824 0.483
17 H 0.948 0.877 1.768
18 H 1.963 0.084 0.622